Below is a structure of composition C25H19BrN6RhS2 in a non-equilibrium geometry, with properties calculated with the ωB97M-V functional and the def2-TZVPD basis.

Summary:
Orbital gap (spin up / spin down) (eV): 3.4 / 3.4
Charge: +3
Spin multiplicity: 1
HOMO energy (spin up / spin down) (eV): -15.1 / -15.1
Total energy (Ha): -4772.5881

CARTESIAN COORDINATES (ANGSTROEM)
H (-3.3939, -0.1876, -1.2620)
H (-1.6756, 3.5953, 2.5923)
S (-1.9604, 3.6244, 0.1666)
C (1.8896, -2.5307, 4.4003)
C (-0.3196, 0.8822, 2.5052)
C (4.0521, 0.4594, -0.5281)
H (-1.4158, 2.0932, -1.6522)
N (5.5984, 3.1957, -6.3471)
H (3.0035, 1.5945, -3.5449)
H (-4.1039, -4.2993, -2.2683)
C (1.5874, -1.7968, 5.5636)
C (5.7787, 4.0398, -5.3605)
C (2.8182, 0.0831, -0.0606)
H (5.3495, 0.2414, -4.9334)
C (0.4962, -0.1856, 4.2482)
H (1.9147, -2.1755, 6.5219)
H (0.8742, 0.8675, -2.5735)
C (5.7872, 3.5112, -4.0729)
H (1.7310, -2.6792, 2.2685)
C (0.8878, -0.6127, 5.5142)
H (5.9475, 4.1699, -3.2292)
Br (0.3902, -2.9154, -0.4184)
S (5.7944, 1.4155, -2.3016)
H (2.4456, -3.4529, 4.4934)
N (-1.8266, -1.5031, -0.9474)
C (-1.4258, -2.7616, -1.0316)
C (0.7787, -0.9082, 3.0899)
H (2.7056, -0.3462, 0.9266)
C (1.4930, -2.1038, 3.1524)
C (-3.4608, -3.5119, -1.8976)
C (5.4331, 1.8955, -6.2881)
C (5.4384, 1.3162, -5.0253)
H (0.6599, -0.0511, 6.4091)
C (2.9973, 1.1676, -2.5524)
C (5.6092, 2.1402, -3.9127)
C (-1.3682, 2.2406, -0.5840)
C (-3.9201, -2.2022, -1.8299)
H (5.3251, 1.3300, -7.2064)
C (1.7935, 0.7695, -2.0074)
Rh (-0.1200, -0.4234, -0.0208)
N (-0.8617, 1.3591, 0.2490)
N (-0.2061, 0.9470, 3.8378)
C (-2.1669, -3.8208, -1.4856)
H (5.9142, 5.0925, -5.5792)
H (4.9206, 0.3265, 0.1037)
H (-4.9216, -1.9469, -2.1443)
H (-1.7726, -4.8261, -1.5177)
C (-0.9251, 1.8049, 1.5623)
C (-3.0795, -1.2187, -1.3474)
H (-0.5543, 1.6793, 4.4379)
N (1.6948, 0.2208, -0.7907)
N (0.2340, -0.2071, 2.0094)
C (4.1687, 1.0103, -1.8110)
C (-1.5060, 3.0206, 1.6963)

Cartesian forces (eV/Å) of the 2 atoms listed first:
-0.02 0.00 -0.02
-0.02 0.02 0.04

natural (NBO) population analysis, charges in e, atoms 1 to 4: number 1, H, carries 0.23; number 2, H, carries 0.29; number 3, S, carries 0.70; number 4, C, carries -0.16

Below is a cluster of 5 separate species, C25H19FNO13P in total in a non-equilibrium geometry, with properties calculated with the ωB97M-V functional and the def2-TZVPD basis.

Summary:
Orbital gap (eV): 7.7
Charge: 0
Spin multiplicity: 1
SMILES string: N=P(O)(O)OC(=O)OF.O=C1C=CC(=O)C=C1.O=C1C=CC(=O)C=C1.O=C1C=CC(=O)C=C1.O=C1C=CC(=O)C=C1
HOMO energy (eV): -9.7
Total energy (Ha): -2437.8117

CARTESIAN COORDINATES (ANGSTROEM)
C (-5.5273, 0.3692, -1.8345)
H (8.1312, -6.5453, -4.4693)
C (3.3436, 0.8897, -0.9475)
H (-8.7393, 2.8587, 1.1868)
O (8.1178, -2.9428, -1.8225)
O (4.1451, -0.9284, -2.2141)
O (-6.1618, 2.9994, 0.9042)
C (4.1389, 0.2814, -2.0325)
C (8.2510, -4.8628, -3.1819)
F (0.0475, -0.9077, 0.4123)
C (-8.1723, 2.7004, 2.0963)
P (0.4002, 0.6771, 4.3999)
H (-5.9333, 2.1538, 5.2884)
C (4.1208, 3.1199, -1.6074)
H (9.2826, -5.0068, -2.8838)
H (-1.9459, -0.6806, -0.5860)
C (1.3663, -0.6448, 2.2826)
N (0.6928, 0.5622, 6.0208)
C (-5.9105, 2.5614, 3.2058)
O (5.6610, -6.2312, -5.2018)
C (-8.7621, 2.4510, 3.2694)
H (-3.1827, -2.1966, -2.1283)
C (-4.8637, 1.1825, -1.0072)
C (6.1455, -3.4858, -2.9918)
O (-2.9084, 1.5819, 0.2457)
C (4.9160, 2.5116, -2.6925)
C (-4.9437, -0.9099, -2.2852)
C (5.5278, -4.3112, -3.8423)
C (-6.5004, 2.3120, 4.3789)
H (-5.2784, 2.1238, -0.6669)
H (2.7557, 2.6731, 0.0414)
C (7.6333, -5.6882, -4.0325)
H (5.6475, -2.6287, -2.5549)
H (-4.8339, 2.6189, 3.1018)
O (2.2433, 0.2147, 1.7589)
O (-5.5526, -1.6547, -3.0409)
O (-1.3427, 0.8801, 4.2000)
O (0.7171, -1.5886, 1.3130)
C (-3.5173, 0.8371, -0.5099)
C (3.3344, 2.2115, -0.7497)
H (4.4962, -4.1672, -4.1405)
O (-8.5109, 2.0130, 5.5710)
C (-7.9701, 2.2393, 4.4972)
C (6.2262, -5.4740, -4.4248)
H (-9.8387, 2.3936, 3.3734)
C (-6.7026, 2.7732, 1.9779)
C (-2.9338, -0.4420, -0.9606)
H (2.7732, 0.2093, -0.3271)
H (-1.6593, 0.2084, 3.5065)
H (-6.5152, 0.6078, -2.2091)
C (4.9252, 1.1898, -2.8902)
H (5.5039, 0.7282, -3.6813)
O (4.1145, 4.3297, -1.4259)
H (1.3155, 1.3720, 6.3202)
O (1.2074, 2.1335, 3.8746)
H (5.4864, 3.1920, -3.3128)
H (0.5635, 2.8863, 4.1119)
C (-3.5974, -1.2554, -1.7879)
C (7.5526, -3.7000, -2.5994)
O (1.0203, -0.7946, 3.7039)

Cartesian forces (eV/Å) of the 2 atoms listed first:
0.12 0.28 0.25
-0.04 0.01 -0.01

natural (NBO) population analysis, charges in e, atoms 1 to 4: number 1, C, carries -0.22; number 2, H, carries 0.23; number 3, C, carries -0.22; number 4, H, carries 0.23

Below is a structure of composition C25H20AsBiF3IN3O5 in a non-equilibrium geometry, with properties calculated with the ωB97M-V functional and the def2-TZVPD basis.

Summary:
Orbital gap (eV): 7.6
Charge: -1
Spin multiplicity: 1
HOMO energy (eV): -5.5
Total energy (Ha): -4552.8621

CARTESIAN COORDINATES (ANGSTROEM)
H (4.2375, -2.2071, 1.0150)
C (0.3461, 4.4056, 3.9387)
C (3.5110, 1.3428, -2.4992)
C (1.5079, 0.0076, -3.6873)
H (4.8376, 0.3022, -3.8354)
C (3.8126, 0.4793, -3.5451)
C (2.7351, -2.1528, 2.5848)
H (-2.7876, -3.1658, 1.0874)
H (0.8360, 4.4560, 4.9005)
C (-1.1205, 5.4047, 2.2919)
O (-1.4786, -1.7240, 2.9667)
H (1.8924, 2.1326, -1.3082)
F (-3.3389, 0.7307, -2.1644)
O (1.7446, -1.8062, -2.0217)
C (-2.2666, 1.2597, -1.4800)
As (-3.0182, -2.2900, -1.3047)
H (-4.4238, -2.8076, -3.4215)
N (1.0164, -1.5674, 0.5333)
C (0.5290, 3.3183, 3.1131)
F (-1.8273, 2.2855, -2.2876)
C (2.7829, -0.1820, -4.1871)
O (3.9069, -1.6719, -1.4642)
Bi (-0.4844, -0.4157, -1.0566)
O (-1.5573, -1.0423, 0.8568)
C (0.0466, 2.1570, 1.0047)
H (-1.5934, -3.5869, -2.9808)
C (1.3781, -1.9506, 2.8403)
H (-5.4795, -2.6632, -2.0140)
H (4.2852, 1.8718, -1.9677)
H (-4.4283, -2.6197, 0.7765)
C (2.2913, -1.7801, 0.2641)
H (2.9548, -0.8825, -4.9871)
C (-3.5926, -3.1826, 0.3605)
H (1.1577, 2.4946, 3.4172)
C (-4.5348, -3.0732, -2.3726)
F (-2.8148, 1.8904, -0.4058)
C (0.1341, 1.2355, 0.2255)
H (4.4637, -2.5215, 3.3129)
C (-0.4738, 5.4613, 3.5305)
H (0.9756, -2.0337, 3.8362)
C (0.5579, -1.6377, 1.7710)
C (-0.6352, 6.5892, 4.3593)
N (1.2049, 0.8216, -2.7060)
H (-1.4351, 4.2566, 0.5152)
C (-0.9361, 4.3173, 1.4697)
C (-0.1034, 3.2654, 1.8686)
H (-1.7576, 6.2245, 1.9933)
H (-3.9033, -4.2133, 0.1848)
H (-4.5735, -4.1588, -2.2838)
C (2.7037, -1.7443, -1.2250)
C (3.1981, -2.0611, 1.2755)
H (-0.7211, -3.4348, -1.4620)
C (-1.6988, -3.6328, -1.8978)
O (3.5555, -2.4285, 3.6282)
H (-2.0038, -4.6432, -1.6315)
C (-0.9430, -1.4366, 1.9128)
N (-0.7475, 7.5177, 5.0259)
C (2.1920, 1.4857, -2.1194)
I (-0.1174, -0.9954, -4.5441)

Cartesian forces (eV/Å) of the 2 atoms listed first:
0.07 -0.01 -0.05
-0.07 0.22 0.02

natural (NBO) population analysis, charges in e, atoms 1 to 4: number 1, H, carries 0.24; number 2, C, carries -0.16; number 3, C, carries -0.25; number 4, C, carries 0.18

Below is a cluster of 2 separate species, C25H20F2IO4 in total in a non-equilibrium geometry, with properties calculated with the ωB97M-V functional and the def2-TZVPD basis.

Summary:
Orbital gap (eV): 4.7
Charge: +1
Spin multiplicity: 1
HOMO energy (eV): -10.8
Total energy (Ha): -1762.6356

CARTESIAN COORDINATES (ANGSTROEM)
C (-3.3613, -0.9396, 4.3424)
H (1.7248, -1.8135, 0.0099)
C (-4.4125, 0.6942, -2.6685)
H (5.6262, -3.3337, 0.8453)
C (-1.2501, 0.2211, 1.5995)
C (-3.4154, 2.8813, -2.6832)
H (-3.0036, -2.7868, 2.3264)
H (-0.7198, -0.7872, -2.6561)
H (4.0797, 2.5304, -2.7243)
O (-2.3712, -0.2376, 2.2687)
C (2.6875, -1.7254, 0.4878)
H (-1.2412, -2.6612, 2.2138)
H (-3.3980, 0.0874, 4.7025)
C (-3.1677, 0.1103, -2.6309)
C (4.8762, -2.5686, 0.9608)
C (0.0030, 0.1352, 2.2381)
H (-3.2836, -1.6029, 5.2022)
C (-2.1743, 2.2921, -2.6449)
C (1.9849, 2.8741, -2.6722)
H (6.1170, -1.3233, 2.1720)
C (0.1618, -0.4078, 3.5271)
H (-1.9813, -3.2562, 3.7027)
C (-4.5425, 2.0707, -2.6867)
I (1.6279, 1.0635, 1.2500)
C (3.6441, -2.7155, 0.3571)
H (-5.5116, 2.5403, -2.7236)
C (2.9772, -0.5975, 1.2158)
C (4.1937, -0.4533, 1.8415)
C (1.7330, 0.1033, -2.6289)
H (-5.2987, 0.0797, -2.6838)
C (0.5643, 0.8950, -2.6228)
F (2.1160, 4.2237, -2.7285)
C (-0.7176, 0.2864, -2.6245)
H (-3.0792, -0.9610, -2.5933)
O (1.2861, -0.4294, 4.0284)
H (4.3949, 0.4375, 2.4176)
H (1.6428, -0.9681, -2.6025)
H (-1.1668, 2.9155, -2.6564)
C (5.1518, -1.4430, 1.7088)
C (3.1107, 2.0618, -2.6791)
H (-0.2632, 2.9132, -2.6541)
C (0.7428, 2.2872, -2.6380)
H (3.4323, -3.5907, -0.2329)
O (-1.3256, 0.7123, 0.4710)
H (-4.2850, -1.1510, 3.8070)
F (-3.5440, 4.2297, -2.7677)
C (2.9788, 0.6854, -2.6635)
O (-0.9566, -0.8790, 4.1910)
C (-2.0956, -2.5523, 2.8798)
C (-2.1576, -1.1163, 3.4063)
H (3.8642, 0.0699, -2.6806)
C (-1.9977, 0.8996, -2.6264)

Cartesian forces (eV/Å) of the 2 atoms listed first:
0.54 0.41 -0.27
-0.16 -0.14 -0.08

natural (NBO) population analysis, charges in e, atoms 1 to 4: number 1, C, carries -0.63; number 2, H, carries 0.22; number 3, C, carries -0.22; number 4, H, carries 0.23

Below is a structure of composition C25H20F2NV in a non-equilibrium geometry, with properties calculated with the ωB97M-V functional and the def2-TZVPD basis.

Summary:
Orbital gap (spin up / spin down) (eV): 6.0 / 6.0
Charge: +2
Spin multiplicity: 1
HOMO energy (spin up / spin down) (eV): -14.7 / -14.7
Total energy (Ha): -2162.4263

CARTESIAN COORDINATES (ANGSTROEM)
H (-3.8482, -7.5479, -11.8365)
C (-2.9350, -4.0287, -9.1837)
C (-5.4182, -3.6759, -17.4056)
C (-3.6028, -4.3396, -10.3727)
F (-3.1548, -3.1230, -7.0060)
C (-5.9189, -7.1275, -11.4695)
H (-7.9205, -6.6110, -10.8475)
C (-5.0177, -4.2777, -10.5682)
C (-8.1559, -3.4359, -11.9938)
H (-3.0199, -4.7253, -11.1933)
H (-5.3624, -7.1347, -13.6000)
H (-3.4633, -4.5236, -17.9140)
H (-7.4480, -1.3250, -15.1544)
N (-4.2065, -4.1543, -13.4079)
H (-5.7427, -3.5184, -18.4214)
C (-8.9459, -2.2766, -12.2912)
C (-5.9298, -3.4351, -15.0556)
H (-7.1245, -2.6703, -16.6945)
H (-1.8209, -4.0811, -9.1743)
H (-4.0170, -3.2512, -13.0247)
C (-6.9699, -6.9832, -10.4774)
C (-8.6484, -1.4845, -13.3922)
H (-2.8894, -4.9630, -15.5197)
H (-3.2920, -8.0290, -9.3519)
C (-4.1952, -4.2841, -17.1065)
H (-7.2131, -6.9752, -13.1931)
C (-6.6661, -7.1865, -9.1412)
C (-5.7410, -3.8315, -9.4484)
H (-7.4618, -7.0830, -8.3824)
C (-7.6252, -1.8791, -14.2609)
H (-6.8236, -3.8049, -9.4932)
C (-3.8039, -4.4750, -15.8035)
C (-5.3576, -7.5559, -8.8185)
H (-5.7687, -3.1936, -7.4288)
V (-5.6900, -4.9388, -12.3243)
H (-9.7626, -2.0367, -11.5892)
C (-6.1707, -6.8959, -12.8686)
C (-3.7668, -3.6087, -8.1239)
C (-6.2626, -3.2209, -16.3841)
C (-5.1244, -3.5214, -8.2437)
C (-7.0840, -3.7644, -12.8049)
C (-4.2846, -7.6984, -9.7314)
C (-4.5750, -7.4752, -11.0591)
C (-6.8819, -3.0304, -14.0099)
H (-3.3121, -4.6096, -13.5236)
H (-9.1813, -0.5606, -13.6359)
C (-4.6746, -4.0551, -14.7887)
H (-8.3748, -3.9768, -11.1041)
F (-5.0937, -7.8694, -7.5026)

Cartesian forces (eV/Å) of the 2 atoms listed first:
0.62 -0.27 -0.27
-0.58 0.12 -0.48

natural (NBO) population analysis, charges in e, atoms 1 to 4: number 1, H, carries 0.22; number 2, C, carries -0.25; number 3, C, carries -0.14; number 4, C, carries -0.22

Below is a cluster of 5 separate species, C25H20F40O5 in total in a non-equilibrium geometry, with properties calculated with the ωB97M-V functional and the def2-TZVPD basis.

Summary:
Orbital gap (eV): 12.4
Charge: 0
Spin multiplicity: 1
SMILES string: FC(F)C(F)(F)COC(F)(F)C(F)F.FC(F)C(F)(F)COC(F)(F)C(F)F.FC(F)C(F)(F)COC(F)(F)C(F)F.FC(F)C(F)(F)COC(F)(F)C(F)F.FC(F)C(F)(F)COC(F)(F)C(F)F
HOMO energy (eV): -12.0
Total energy (Ha): -5335.5514

CARTESIAN COORDINATES (ANGSTROEM)
F (11.6321, 0.4486, -8.0360)
F (6.4409, 4.2920, -6.3405)
F (-1.4529, -1.3975, -4.1170)
C (8.7514, 3.8382, -9.6430)
H (5.9521, 5.0082, -2.0200)
H (10.5198, 0.3102, -9.6419)
C (7.2833, 3.4461, -9.9471)
H (8.9962, 4.5697, -10.4096)
F (8.4639, -1.1074, -3.7178)
F (9.5564, -2.8493, -4.4668)
F (9.1457, 1.6656, -7.9003)
O (9.6732, 2.7770, -9.7777)
C (8.4514, -2.0960, -4.6532)
C (9.0156, 6.3050, -1.0162)
F (7.4855, -0.6218, -6.2115)
C (5.8427, -3.9906, -2.9901)
O (-0.7398, 0.8785, -6.4446)
F (7.8288, 3.2511, -12.2276)
F (8.7583, -2.2154, -7.0387)
C (7.1830, 2.6280, -11.2285)
F (8.0483, 5.9291, -3.1499)
F (8.4386, 4.2340, -1.8538)
H (6.9839, -5.3086, -1.7617)
F (0.5823, 2.6512, -6.2489)
F (2.9442, 3.8366, -5.9957)
F (4.8935, -0.3404, -5.3698)
F (4.3127, 1.0319, -2.1966)
C (3.5298, 1.5443, -4.9863)
H (6.3642, -2.3913, -5.0488)
F (-0.2137, 1.8706, -3.7406)
F (4.3768, 4.1813, -4.3874)
H (4.9510, 4.0131, -7.6390)
F (1.5478, 0.3688, -7.7105)
F (6.3954, 3.4768, 2.0418)
F (4.5056, 6.0490, 0.5301)
F (6.5689, 4.5855, -10.0063)
H (0.2755, -0.6950, -4.7252)
O (4.5184, 2.3433, -5.6480)
F (-2.1254, 1.0037, -3.1602)
C (-0.1426, 1.9192, -7.1098)
C (-1.6804, 1.1725, -5.4365)
F (12.0686, 1.6220, -9.8166)
F (4.7310, 4.0260, -0.2523)
O (6.9223, -3.2071, -3.2058)
H (7.5245, 1.6112, -11.0335)
C (-0.4590, -0.4736, -3.9510)
C (8.5890, -1.3705, -5.9884)
C (4.1286, 0.2792, -4.4326)
H (2.7448, 1.3462, -5.7131)
F (3.0769, -0.5360, -4.1710)
F (5.0243, -5.5194, -1.3725)
F (1.3499, 2.1915, -8.9250)
C (11.0724, 1.0798, -9.1048)
F (4.8127, 5.7036, -6.6652)
C (5.1277, 4.3862, -6.6277)
H (5.8169, 1.2182, -3.5128)
O (6.5358, 5.3158, 0.0088)
H (9.4521, -0.6989, -5.9899)
F (6.3340, -3.8462, -0.6755)
F (8.6965, 7.6221, -0.9910)
C (6.5824, 5.6105, -1.3667)
C (10.1497, 2.1980, -8.6313)
F (0.1135, -0.6340, -2.7456)
F (-1.0858, 2.7218, -7.6421)
C (8.0060, 5.5353, -1.8592)
C (-1.1141, 0.8964, -4.0492)
H (0.0207, 0.7940, -8.9530)
H (8.7257, 4.2616, -8.6396)
C (5.0222, 0.5222, -3.2246)
F (6.7905, 2.6936, -8.9310)
F (10.7531, 3.0994, -7.8481)
C (0.6677, 1.2495, -8.2010)
C (5.5181, 4.4839, 1.9362)
F (5.6012, -0.6334, -2.8307)
H (-2.0824, 2.1813, -5.5044)
F (5.6835, -4.9119, -3.9659)
C (6.0573, -4.7287, -1.6710)
C (5.3192, 4.9687, 0.5086)
F (10.2397, 6.1788, -1.5723)
H (5.8434, 5.3038, 2.5823)
H (9.0500, 5.9201, 0.0041)
H (3.0504, 2.0885, -4.1670)
F (5.8792, 2.5186, -11.6235)
H (-2.5118, 0.4815, -5.5830)
H (6.2892, 6.6543, -1.5444)
C (4.2374, 3.6651, -5.6322)
C (7.1942, -2.9073, -4.5633)
F (4.7082, -3.2533, -2.9632)
H (7.3948, -3.8064, -5.1533)
F (4.3101, 4.0805, 2.4123)

Cartesian forces (eV/Å) of the 2 atoms listed first:
-0.14 0.23 0.14
-0.12 -0.27 0.39

Löwdin population analysis, charges in e, atoms 1 to 4: number 1, F, carries 0.09; number 2, F, carries 0.11; number 3, F, carries 0.08; number 4, C, carries -0.04